Computed, not measured: a single C20H33NO molecule, with ωB97M-V/def2-TZVPD.

The structure (SMILES) is CC(C)c1cccc(C(C)C)c1OCCCCN1CCCC1. The charge is 0. The total energy is -24813.2272 eV. Its gap between HOMO and LUMO is 9.3 eV. The largest force on an atom is 0.600 eV Å⁻¹.

Last column: Löwdin charge in e.
Positions of all 55 atoms, in Å:
C (-0.346, -2.480, 1.274)  -0.055
C (0.197, -1.838, -0.004)  -0.373
C (-0.030, -2.758, -1.208)  -0.051
C (1.668, -1.508, 0.120)  -0.128
C (2.591, -2.529, 0.297)  -0.038
C (3.945, -2.265, 0.312)  -0.075
C (4.390, -0.976, 0.093)  -0.035
C (3.502, 0.078, -0.079)  -0.129
C (4.064, 1.443, -0.412)  -0.362
C (3.562, 1.898, -1.784)  -0.054
C (3.766, 2.505, 0.647)  -0.054
C (2.129, -0.192, -0.010)  -0.158
O (1.221, 0.849, -0.127)  -0.087
C (0.594, 1.231, 1.088)  -0.197
C (-0.322, 2.417, 0.797)  -0.160
C (-1.472, 2.063, -0.146)  -0.177
C (-2.571, 1.241, 0.528)  -0.204
N (-3.694, 1.064, -0.380)  -0.175
C (-4.940, 0.708, 0.278)  -0.192
C (-4.911, -0.820, 0.480)  -0.165
C (-4.014, -1.315, -0.664)  -0.161
C (-3.504, -0.017, -1.334)  -0.178
H (-0.167, -1.842, 2.138)  0.078
H (0.135, -3.438, 1.458)  0.076
H (-1.418, -2.651, 1.188)  0.066
H (-0.349, -0.913, -0.202)  0.107
H (0.453, -3.721, -1.063)  0.075
H (0.374, -2.303, -2.109)  0.088
H (-1.095, -2.928, -1.355)  0.069
H (2.246, -3.545, 0.416)  0.110
H (4.654, -3.066, 0.462)  0.102
H (5.452, -0.779, 0.052)  0.110
H (5.154, 1.332, -0.469)  0.127
H (4.005, 2.856, -2.047)  0.078
H (3.831, 1.169, -2.546)  0.083
H (2.481, 2.001, -1.771)  0.073
H (4.382, 3.385, 0.468)  0.079
H (2.725, 2.808, 0.604)  0.058
H (3.989, 2.128, 1.644)  0.084
H (1.355, 1.517, 1.829)  0.125
H (0.021, 0.400, 1.514)  0.107
H (0.279, 3.204, 0.337)  0.111
H (-0.713, 2.795, 1.744)  0.117
H (-1.928, 2.980, -0.522)  0.116
H (-1.062, 1.524, -1.001)  0.104
H (-2.170, 0.281, 0.886)  0.114
H (-2.930, 1.797, 1.399)  0.124
H (-5.069, 1.260, 1.207)  0.112
H (-5.756, 0.975, -0.401)  0.115
H (-5.910, -1.248, 0.442)  0.100
H (-4.475, -1.062, 1.451)  0.099
H (-3.181, -1.905, -0.282)  0.074
H (-4.561, -1.931, -1.375)  0.102
H (-2.464, -0.087, -1.646)  0.105
H (-4.112, 0.210, -2.215)  0.116


Computed, not measured: a gas-phase ion, C7H8N5O (charge +1) at a distorted geometry, with ωB97M-V/def2-TZVPD.

The spin multiplicity is 3. The charge is +1. The expectation value of S² is 2.0118. The total energy is -16874.5916 eV. Its gap between HOMO and LUMO (alpha / beta) is 6.0 / 5.8 eV. The largest force on an atom is 7.341 eV Å⁻¹.

Last column: Löwdin charge in e.
Positions of all 21 atoms, in Å:
C (2.133, -2.275, 0.440)  -0.089
C (1.761, -0.161, 0.152)  -0.100
C (0.620, -0.843, -0.054)  -0.239
C (-1.496, 1.541, 0.342)  0.008
C (-0.167, 2.092, 0.672)  -0.152
C (1.969, 1.256, -0.348)  -0.393
C (-1.633, 0.296, -0.205)  -0.301
N (0.841, -2.172, 0.186)  0.135
N (2.712, -1.045, 0.487)  0.175
N (-0.635, -0.531, -0.608)  0.189
N (0.846, 1.791, 0.050)  0.150
N (-2.993, -0.204, -0.569)  0.237
O (2.968, 1.718, -0.938)  0.075
H (2.539, -3.196, 0.718)  0.123
H (-2.435, 2.034, 0.797)  0.141
H (-0.088, 2.899, 1.562)  0.174
H (3.699, -0.832, 0.495)  0.187
H (-0.830, -1.319, -1.138)  0.129
H (-3.097, -0.186, -1.607)  0.186
H (-3.726, 0.359, -0.133)  0.170
H (-2.989, -1.224, -0.300)  0.197


Computed, not measured: a single C2H6N2 molecule at a distorted geometry, with ωB97M-V/def2-TZVPD.

The structure (SMILES) is N/C=C/N. The charge is 0. The total energy is -5149.6045 eV. Its gap between HOMO and LUMO is 8.3 eV. The largest force on an atom is 3.718 eV Å⁻¹.

Last column: Löwdin charge in e.
Positions of all 10 atoms, in Å:
N (-0.480, -0.389, -1.735)  -0.056
C (0.304, 0.162, -0.715)  -0.236
C (-0.063, -0.107, 0.593)  -0.252
N (0.641, 0.332, 1.663)  -0.017
H (-1.125, 0.213, -2.256)  0.071
H (-1.199, -1.052, -1.467)  0.054
H (0.939, 0.923, -1.187)  0.102
H (-0.951, -0.944, 0.739)  0.159
H (0.688, -0.270, 2.471)  0.069
H (1.247, 1.132, 1.894)  0.104


Computed, not measured: a molecular structure, C25H38BN12S3Sn at a distorted geometry, with ωB97M-V/def2-TZVPD.

The charge is +3. The total energy is -83413.3588 eV. Its gap between HOMO and LUMO (alpha / beta) is 4.1 / 3.6 eV. The largest force on an atom is 3.553 eV Å⁻¹.

Last column: Löwdin charge in e.
Positions of all 80 atoms, in Å:
Sn (-0.043, -0.218, 0.088)  1.365
C (-2.677, -4.682, 0.365)  -0.057
C (-2.325, -3.180, 0.346)  -0.397
C (-3.565, -2.319, 0.074)  -0.052
C (-1.735, -2.739, 1.648)  -0.254
C (-2.056, -3.168, 2.991)  0.033
C (-1.333, -2.324, 3.816)  -0.026
N (-0.631, -1.443, 3.075)  -0.005
N (-0.861, -1.696, 1.701)  -0.047
B (0.146, -0.232, 3.584)  -0.578
N (1.535, -0.203, 2.969)  0.000
C (2.691, -0.144, 3.686)  -0.017
C (3.773, -0.210, 2.830)  0.040
C (3.184, -0.317, 1.502)  -0.251
N (1.821, -0.324, 1.595)  -0.033
C (3.868, -0.585, 0.196)  -0.418
C (3.748, -2.089, -0.105)  -0.040
C (5.342, -0.138, 0.219)  -0.057
N (-0.627, 1.001, 3.084)  -0.013
C (-1.334, 1.848, 3.872)  -0.025
C (-2.119, 2.678, 3.083)  0.028
C (-1.861, 2.247, 1.730)  -0.260
N (-0.938, 1.244, 1.728)  -0.039
C (-2.583, 2.656, 0.478)  -0.400
C (-2.785, 4.183, 0.443)  -0.063
C (-3.930, 1.939, 0.464)  -0.047
H (-3.117, -4.972, -0.610)  0.088
H (-1.783, -5.321, 0.528)  0.093
H (-3.429, -4.919, 1.148)  0.096
H (-1.578, -3.016, -0.444)  0.088
H (-4.297, -2.353, 0.909)  0.111
H (-3.331, -1.260, -0.112)  0.045
H (-4.093, -2.670, -0.831)  0.091
H (-2.749, -3.971, 3.281)  0.126
H (-1.264, -2.297, 4.911)  0.149
H (0.211, -0.224, 4.771)  0.133
H (2.658, -0.074, 4.779)  0.149
H (4.842, -0.165, 3.082)  0.126
H (3.358, -0.020, -0.644)  -0.012
H (4.289, -2.712, 0.630)  0.116
H (2.686, -2.401, -0.113)  0.053
H (4.172, -2.293, -1.113)  0.100
H (5.955, -0.727, 0.940)  0.109
H (5.772, -0.240, -0.796)  0.094
H (5.451, 0.932, 0.495)  0.089
H (-1.205, 1.831, 4.963)  0.148
H (-2.825, 3.452, 3.401)  0.124
H (-1.970, 2.337, -0.382)  0.081
H (-3.404, 4.528, 1.295)  0.096
H (-1.830, 4.741, 0.501)  0.079
H (-3.293, 4.497, -0.489)  0.088
H (-4.513, 2.151, 1.394)  0.111
H (-4.552, 2.280, -0.385)  0.094
H (-3.842, 0.832, 0.396)  0.066
N (-0.059, 3.567, -1.742)  0.146
C (-0.524, 2.611, -2.590)  -0.657
N (-0.366, 1.295, -2.321)  -0.039
C (-0.861, 0.598, -3.433)  -0.333
C (-1.472, 1.341, -4.423)  -0.276
S (-1.400, 3.011, -4.056)  1.166
C (-0.658, -0.831, -3.516)  -0.311
C (-1.026, -1.580, -4.615)  -0.260
S (-0.557, -3.218, -4.438)  1.193
C (0.081, -2.809, -2.856)  -0.616
N (-0.046, -1.523, -2.457)  -0.001
N (0.657, -3.743, -2.053)  0.173
H (0.376, 3.266, -0.862)  0.126
H (-0.262, 4.554, -1.881)  0.129
H (-1.954, 0.936, -5.330)  0.113
H (-1.555, -1.219, -5.502)  0.109
H (0.757, -4.708, -2.358)  0.137
H (1.084, -3.431, -1.180)  0.107
N (3.124, 2.993, -3.813)  0.144
C (3.219, 2.340, -2.623)  -0.782
N (3.641, 3.076, -1.554)  0.152
S (2.758, 0.718, -2.494)  0.942
H (3.433, 3.957, -3.954)  0.150
H (2.831, 2.459, -4.622)  0.118
H (3.988, 4.035, -1.609)  0.149
H (3.766, 2.579, -0.683)  0.104


Computed, not measured: a molecular structure, C27H29N3O4PdS3 at a distorted geometry, with ωB97M-V/def2-TZVPD.

The spin multiplicity is 5. The charge is +2. The expectation value of S² is 6.0278. The total energy is -77097.7245 eV. Its gap between HOMO and LUMO (alpha / beta) is 7.9 / 5.5 eV. The largest force on an atom is 1.337 eV Å⁻¹.

Last column: Löwdin charge in e.
Positions of all 67 atoms, in Å:
Pd (0.296, 0.694, -1.347)  1.172
N (2.465, -3.055, -1.325)  0.252
C (2.114, -1.780, -1.301)  -0.501
O (0.906, -1.458, -1.309)  -0.086
C (3.162, -0.708, -1.206)  -0.147
C (2.647, 0.530, -1.866)  -0.036
H (1.746, -3.764, -1.383)  0.109
H (3.430, -3.339, -1.355)  0.138
H (4.111, -1.012, -1.660)  0.141
H (3.360, -0.541, -0.144)  0.133
H (2.461, 0.453, -2.938)  0.091
H (3.124, 1.454, -1.581)  0.060
O (2.973, 4.484, -1.912)  0.126
C (1.982, 5.375, -1.952)  -0.220
C (2.337, 6.708, -2.119)  0.018
C (1.357, 7.668, -2.174)  -0.005
C (-0.014, 7.341, -2.062)  -0.049
C (-0.381, 6.048, -1.896)  -0.006
C (0.607, 5.014, -1.832)  -0.059
C (0.226, 3.657, -1.671)  -0.339
O (1.072, 2.697, -1.610)  -0.133
N (-1.127, 3.408, -1.589)  0.074
N (-1.400, 2.122, -1.592)  -0.153
C (-2.706, 1.872, -1.357)  -0.906
S (-3.749, 3.079, -0.765)  1.064
C (-5.260, 2.117, -1.031)  -0.460
C (-4.931, 0.648, -0.859)  -0.458
S (-3.361, 0.343, -1.708)  1.010
H (2.584, 3.602, -1.788)  0.069
H (3.387, 6.954, -2.205)  0.137
H (1.645, 8.705, -2.305)  0.127
H (-0.761, 8.121, -2.108)  0.118
H (-1.424, 5.779, -1.812)  0.112
H (-5.625, 2.337, -2.031)  0.095
H (-5.995, 2.448, -0.300)  0.099
H (-5.679, 0.010, -1.324)  0.098
H (-4.814, 0.372, 0.186)  0.089
O (-0.720, 0.212, 0.428)  -0.651
S (-0.804, -0.721, 1.665)  1.066
C (-1.812, -2.182, 1.276)  -0.250
C (-1.303, -3.246, 0.343)  -0.271
C (-1.371, -3.104, -1.037)  -0.062
C (-0.924, -4.117, -1.875)  -0.076
C (-0.400, -5.284, -1.337)  -0.082
C (-0.338, -5.441, 0.044)  -0.056
C (-0.794, -4.428, 0.878)  -0.042
C (0.823, -1.445, 1.901)  -0.280
C (0.973, -1.980, 3.310)  -0.285
C (1.345, -3.306, 3.499)  -0.052
C (1.503, -3.814, 4.783)  -0.056
C (1.282, -3.001, 5.882)  -0.058
C (0.913, -1.674, 5.701)  -0.054
C (0.760, -1.165, 4.420)  -0.053
H (-2.738, -1.731, 0.915)  0.091
H (-1.995, -2.581, 2.277)  0.111
H (-1.786, -2.200, -1.462)  0.078
H (-0.995, -3.999, -2.951)  0.118
H (-0.070, -6.084, -1.988)  0.116
H (0.044, -6.361, 0.472)  0.117
H (-0.776, -4.566, 1.954)  0.116
H (1.489, -0.603, 1.697)  0.102
H (0.962, -2.217, 1.147)  0.073
H (1.530, -3.941, 2.639)  0.108
H (1.801, -4.847, 4.921)  0.115
H (1.403, -3.398, 6.882)  0.117
H (0.747, -1.034, 6.559)  0.116
H (0.480, -0.124, 4.287)  0.112